Computed, not measured: a structure of composition C26H31N2O8Sn, with ωB97M-V with the def2-TZVPD basis set.

Positions of all 68 atoms, in Å:
O -1.8831 -2.1579 -2.1090
C -2.8879 -1.1080 -1.7037
C -4.0272 -2.0203 -2.1703
H -2.8351 -0.1735 -2.3125
H -2.8315 -0.9026 -0.6194
C -2.8997 -2.7954 -2.9356
H -4.8189 -1.6287 -2.8193
H -4.4070 -2.6161 -1.3217
C -2.7032 -2.3721 -4.3881
H -3.1350 -1.3770 -4.5497
H -3.1867 -3.0730 -5.0847
H -1.6281 -2.3727 -4.6144
C -3.0611 -4.3078 -2.9297
H -3.3441 -4.7659 -1.9766
H -2.1647 -4.7942 -3.3397
H -3.8836 -4.5374 -3.6334
Sn -2.0872 2.6354 0.2244
C 0.2467 -1.6697 1.8605
C -0.3199 -0.4904 2.4059
C -1.6958 -0.4513 2.0547
H 0.1953 0.2044 3.0524
C -1.9798 -1.6328 1.3023
C -0.7511 -2.3264 1.0985
H -0.5818 -3.1735 0.4372
H 1.2704 -2.0128 1.9755
H -2.3844 0.3606 2.2531
H -2.9590 -2.0076 1.0095
C 2.3321 0.2250 -0.6294
C 2.0972 -0.8772 -1.5052
C 0.8793 -0.6173 -2.1983
H 2.7454 -1.7476 -1.6057
C 0.3218 0.5991 -1.6952
C 1.2625 1.1566 -0.7894
H 1.2331 2.1509 -0.3472
H 3.1748 0.3431 0.0343
H 0.4736 -1.2257 -2.9952
H -0.6527 1.0276 -1.9483
O -4.4568 3.2642 -0.9332
C -4.9043 2.3081 -1.9398
C -6.2028 2.7962 -2.6055
H -5.0514 1.3569 -1.4049
H -4.0919 2.1162 -2.6640
C -6.6319 4.0220 -1.7786
H -6.9608 2.0043 -2.5382
H -6.0586 3.1163 -3.6523
C -5.3983 4.3533 -0.9282
H -7.5272 3.7594 -1.2049
H -6.8839 4.8511 -2.4479
H -5.6425 4.6262 0.1062
H -4.9290 5.2217 -1.4111
O 0.3971 4.7570 1.6074
C 0.5017 3.5670 1.8350
O -0.4733 2.6858 1.5539
C 1.8234 2.9907 2.4096
C 2.1612 1.6413 2.2424
C 3.4089 1.1104 2.6300
C 4.3622 1.9258 3.2208
C 4.0948 3.2919 3.3467
C 2.8376 3.8354 2.9371
N 5.2275 4.0436 3.8267
O 6.2473 3.3848 4.1613
O 5.2197 5.2831 3.8830
N 3.8592 -0.2669 2.4070
O 3.3955 -0.9911 1.4915
O 4.7733 -0.6854 3.1517
H 1.4335 0.9775 1.8022
H 5.3237 1.5160 3.5267
H 2.6082 4.8879 3.0939

energy above the lowest of the compared OMol25 structures with the same formula, charge and spin = 10.69 kcal/mol
total charge = +1
orbital gap (alpha / beta) = 4.939 / 4.856 eV
max |F| = 4.083 eV/Å



Computed, not measured: the molecule C26H31N3O5, with ωB97M-V with the def2-TZVPD basis set.

Positions of all 65 atoms, in Å:
C -4.3513 -3.1424 0.7847
O -3.8347 -1.7190 0.5011
C -4.8364 -0.9372 -0.0045
C -6.1802 -1.3898 -0.4378
C -7.1031 -0.3455 -0.7871
C -6.6655 0.8862 -0.9168
C -5.2896 1.3588 -0.8838
C -4.4559 0.4281 -0.2983
N -3.0262 0.6404 0.0587
C -2.4908 2.0121 -0.5572
C -0.9026 1.3675 -0.7558
N -0.3849 1.4242 0.7228
C 0.7780 1.7503 1.0020
O 1.2280 1.3278 2.2896
C 1.5030 2.6936 0.4060
C 0.8484 4.0565 0.2999
C 1.6937 5.2659 -0.4107
C 2.8642 5.0127 -0.6530
C 3.4416 3.7198 -0.7300
C 2.6623 2.7608 0.0728
N 3.3936 1.5260 0.1161
C 2.7213 0.2720 0.0202
O 1.6895 0.2952 -0.9169
C 3.6711 -0.9701 0.2644
C 4.6371 -1.5330 -0.7972
C 5.4112 -2.4560 -0.4320
C 4.3082 -3.8070 -0.1401
C 3.3852 -3.4863 0.8902
C 2.6309 -2.1050 0.5295
C 1.6582 -2.4601 -0.7057
O 1.9788 -2.5895 -1.8207
O 0.4398 -2.1945 -0.2605
C -1.0398 0.2960 1.3280
C -2.3797 0.5704 1.3180
H -3.3695 -3.6807 1.0629
H -4.8770 -3.6222 -0.1390
H -5.1849 -3.3400 1.4747
H -6.5390 -2.1999 -0.1792
H -8.0173 -0.5312 -0.9862
H -7.1581 1.6912 -1.6024
H -4.7742 2.3313 -0.6474
H -2.7165 2.8517 -0.1319
H -2.7872 2.0093 -1.5708
H -0.7662 0.5850 -1.3058
H -0.4904 2.3898 -1.0644
H -0.2498 4.3325 0.6334
H 1.1531 6.2208 -0.5486
H 3.5828 5.6371 -1.1631
H 4.5893 3.4598 -0.9221
H 4.5184 1.3475 0.3498
H 3.9928 -0.7142 1.1476
H 4.0154 -1.5553 -1.7130
H 5.2793 -0.6608 -0.8950
H 6.1965 -2.9350 -1.0033
H 5.7621 -2.3857 0.7839
H 3.8671 -3.8893 -1.1890
H 4.8012 -4.5589 0.1131
H 2.6453 -4.1552 0.8589
H 3.8177 -3.3553 1.6583
H 1.9562 -1.8648 1.6223
H -0.1487 -2.4994 -1.2447
H -0.8441 -0.6485 0.7969
H -0.6084 0.2843 2.5929
H -2.6967 1.3310 2.1162
H -2.9526 -0.4035 1.9989

energy above the lowest of the compared OMol25 structures with the same formula, charge and spin = 572.06 kcal/mol
orbital gap = 7.863 eV
max |F| = 17.371 eV/Å



Computed, not measured: a structure of composition C26H31N4O9S3Y, with ωB97M-V with the def2-TZVPD basis set.

Positions of all 74 atoms, in Å:
Y 0.6147 -0.8591 -0.3714
O 5.5943 -0.7040 -0.3811
C 4.2699 -0.7133 -0.5811
O 3.4808 -0.2170 0.1853
C 3.8630 -1.4052 -1.8373
C 4.7263 -2.1966 -2.5643
C 4.2072 -2.9098 -3.6404
C 2.8684 -2.7830 -3.9421
C 2.0848 -1.9455 -3.1562
N 2.5695 -1.2672 -2.1266
C 0.5931 -1.8080 -3.4176
O 0.2112 -1.9317 -4.5683
O -0.0970 -1.5494 -2.3666
H 5.7423 -0.2664 0.4706
H 5.7653 -2.2714 -2.2771
H 4.8464 -3.5609 -4.2242
H 2.4019 -3.3042 -4.7667
C 2.6975 -2.4841 2.5904
O 1.7597 -1.4531 2.3104
C 0.7633 -1.3499 3.3167
C -0.4484 -2.1491 2.9447
O -0.9586 -1.5772 1.7665
C -2.2089 -2.1466 1.3927
H 3.1499 -2.3064 3.5707
H 3.4581 -2.4637 1.8200
H 2.2246 -3.4684 2.5808
H 0.4827 -0.2981 3.3940
H 1.1553 -1.6750 4.2840
H -1.1920 -2.0783 3.7468
H -0.2032 -3.2062 2.7846
H -2.9414 -1.9643 2.1825
H -2.0975 -3.2180 1.2167
H -2.5371 -1.6611 0.4791
N 0.8338 1.0824 -1.9783
C 1.8806 2.0644 -1.6739
C 1.8319 2.4679 -0.1973
N 1.2718 1.3904 0.6386
H 0.8665 0.8090 -2.9529
H -0.0900 1.4713 -1.8176
H 1.7993 2.9660 -2.2851
H 2.8385 1.5964 -1.9029
H 1.2534 3.3872 -0.0808
H 2.8476 2.6767 0.1371
H 0.2554 1.4635 0.6380
H 1.6088 1.4773 1.5887
O 0.0166 -3.1903 -0.1226
N 1.1422 -3.7219 -0.1213
O 2.0619 -2.8685 -0.1716
O -1.1919 0.5259 -0.1124
C -2.3108 1.3168 0.1141
C -3.3235 1.0862 -1.0077
C -4.4888 1.7387 -1.2843
C -5.1425 1.2295 -2.4446
C -4.4431 0.2158 -3.0256
S -3.0091 -0.1367 -2.1665
C -2.9439 1.0099 1.4784
C -2.2841 0.8925 2.6634
C -3.1322 0.5586 3.7571
C -4.4324 0.4192 3.3715
S -4.6203 0.7084 1.6995
C -1.8915 2.8020 0.1103
C -1.7178 3.6734 1.1444
C -1.2219 4.9510 0.7337
C -1.0405 5.0298 -0.6102
S -1.4555 3.5582 -1.3798
H -4.8560 2.5705 -0.6949
H -6.0759 1.6167 -2.8329
H -4.6899 -0.3395 -3.9185
H -1.2131 1.0240 2.7449
H -2.7909 0.4248 4.7767
H -5.2878 0.1707 3.9822
H -1.9557 3.4249 2.1693
H -1.0394 5.7746 1.4126
H -0.7058 5.8747 -1.1946

energy above the lowest of the compared OMol25 structures with the same formula, charge and spin = 18.56 kcal/mol
orbital gap = 8.047 eV
max |F| = 0.516 eV/Å